(1)
C4H7N3 | the ωB97M-V functional and the def2-TZVPD basis

The HOMO energy is -9.51 eV. The value obtained for the energy above the lowest of the compared OMol25 structures with the same formula, charge and spin is 15.8 kcal per mole. As for the largest force on an atom: 0.19 eV/A. The value obtained for the total energy is -8730.9931 eV. The HOMO-LUMO gap comes out at 0.3819 hartree. The value obtained for the LUMO energy is 0.88 eV. Its SMILES is CCc1c[nH]nn1.

Geometry (Å):
N 2.441 -0.029 -0.142
N 0.879 0.434 1.205
N 2.138 0.624 0.981
C -1.861 0.762 0.031
C 1.356 -0.650 -0.662
C -1.130 -0.579 0.140
C 0.347 -0.343 0.216
H 3.374 0.049 -0.519
H -1.462 1.339 -0.810
H -1.362 -1.209 -0.725
H -2.936 0.620 -0.117
H -1.698 1.348 0.939
H 1.394 -1.245 -1.561
H -1.480 -1.122 1.025


(2)
C4H7N3 | the ωB97M-V functional and the def2-TZVPD basis

The HOMO energy is -9.26 eV. The value obtained for the energy above the lowest of the compared OMol25 structures with the same formula, charge and spin is 29.1 kcal per mole. As for the largest force on an atom: 3.22 eV/A. The value obtained for the total energy is -8730.4189 eV. The HOMO-LUMO gap comes out at 0.3626 hartree. The value obtained for the LUMO energy is 0.60 eV. Its SMILES is [H]/N=C1\CCN\C1=N\[H].

Geometry (Å):
N 0.946 0.894 -2.038
N 2.476 -0.693 0.231
N 0.260 -0.628 1.029
C 1.261 -0.323 0.136
C 0.557 0.477 -0.907
C -1.088 -0.497 0.491
C -0.955 0.686 -0.439
H -0.045 1.148 -2.148
H -1.048 1.648 0.086
H -1.393 -1.378 -0.096
H 3.011 -0.310 -0.548
H -1.807 -0.340 1.292
H -1.777 0.692 -1.193
H 0.455 -1.331 1.718


(3)
C4H7N3 | the ωB97M-V functional and the def2-TZVPD basis

The HOMO energy is -8.23 eV. The value obtained for the energy above the lowest of the compared OMol25 structures with the same formula, charge and spin is 34.4 kcal per mole. As for the largest force on an atom: 1.93 eV/A. The value obtained for the total energy is -8730.1878 eV. The HOMO-LUMO gap comes out at 0.3417 hartree. The value obtained for the LUMO energy is 1.07 eV. Its SMILES is CNc1cc[nH]n1.

Geometry (Å):
N 0.760 0.135 -2.326
N -0.742 1.038 0.834
N -0.007 1.150 -1.565
C -0.220 0.545 -0.380
C 0.995 -0.924 -1.539
C 0.316 -0.764 -0.375
C -0.741 0.174 2.023
H 1.394 0.218 -3.139
H -0.866 0.760 2.945
H -1.529 -0.599 2.024
H 0.223 -0.340 2.117
H -1.423 1.781 0.867
H 1.709 -1.707 -1.755
H 0.029 -1.549 0.288


(4)
C4H7N3 | the ωB97M-V functional and the def2-TZVPD basis

The HOMO energy is -9.74 eV. The value obtained for the energy above the lowest of the compared OMol25 structures with the same formula, charge and spin is 59.9 kcal per mole. As for the largest force on an atom: 5.59 eV/A. The value obtained for the total energy is -8729.0801 eV. The HOMO-LUMO gap comes out at 0.3750 hartree. The value obtained for the LUMO energy is 0.47 eV. Its SMILES is NCC1C=NN=C1.

Geometry (Å):
N -2.039 -1.052 -0.317
N -2.269 0.312 -0.633
N 1.505 -0.447 -0.891
C -1.308 1.070 -0.169
C -0.909 -1.116 0.229
C 1.125 0.222 0.305
C -0.382 0.143 0.510
H -1.316 2.189 -0.326
H 2.470 -0.454 -1.107
H -0.637 0.303 1.657
H 1.639 1.227 0.529
H -0.553 -2.036 0.788
H 1.553 -0.416 1.183
H 1.121 0.056 -1.759


(5)
C4H7N3 | the ωB97M-V functional and the def2-TZVPD basis

The HOMO energy is -8.85 eV. The value obtained for the energy above the lowest of the compared OMol25 structures with the same formula, charge and spin is 47.0 kcal per mole. As for the largest force on an atom: 3.43 eV/A. The value obtained for the total energy is -8729.6419 eV. The HOMO-LUMO gap comes out at 0.3572 hartree. The value obtained for the LUMO energy is 0.87 eV. Its SMILES is CCc1c[nH]nn1.

Geometry (Å):
N -0.316 -0.547 2.324
N -0.887 -1.569 1.696
N 0.291 0.168 1.421
C 0.939 1.709 -1.043
C 0.141 -0.430 0.215
C -0.644 -1.553 0.368
C 0.158 0.376 -1.037
H 2.042 1.615 -1.020
H -1.416 -2.231 2.236
H -1.013 -2.281 -0.343
H 0.268 -0.192 -1.971
H 0.708 2.302 -1.936
H -0.945 0.336 -0.749
H 0.675 2.297 -0.161


(6)
C4H7N3 | the ωB97M-V functional and the def2-TZVPD basis

The HOMO energy is -7.79 eV. The value obtained for the energy above the lowest of the compared OMol25 structures with the same formula, charge and spin is 88.8 kcal per mole. As for the largest force on an atom: 0.99 eV/A. The value obtained for the total energy is -8727.8275 eV. The HOMO-LUMO gap comes out at 0.3032 hartree. The value obtained for the LUMO energy is 0.46 eV.

Geometry (Å):
N 4.035 0.829 -0.350
N 0.166 0.608 -0.110
N 2.076 -0.789 0.227
C -2.245 0.184 -0.315
C 1.427 0.391 0.221
C -0.863 -0.437 -0.168
C 2.982 0.365 -0.066
H -0.152 1.566 -0.049
H 1.812 -1.584 -0.369
H -0.659 -1.115 -1.005
H -2.334 0.738 -1.254
H -2.461 0.866 0.515
H -3.010 -0.597 -0.308
H -0.808 -1.025 0.758


What is the formula in the second record?
C4H7N3


Repeat the sixth record exactly.
C4H7N3 | the ωB97M-V functional and the def2-TZVPD basis

The HOMO energy is -7.79 eV. The value obtained for the energy above the lowest of the compared OMol25 structures with the same formula, charge and spin is 88.8 kcal per mole. As for the largest force on an atom: 0.99 eV/A. The value obtained for the total energy is -8727.8275 eV. The HOMO-LUMO gap comes out at 0.3032 hartree. The value obtained for the LUMO energy is 0.46 eV.

Geometry (Å):
N 4.035 0.829 -0.350
N 0.166 0.608 -0.110
N 2.076 -0.789 0.227
C -2.245 0.184 -0.315
C 1.427 0.391 0.221
C -0.863 -0.437 -0.168
C 2.982 0.365 -0.066
H -0.152 1.566 -0.049
H 1.812 -1.584 -0.369
H -0.659 -1.115 -1.005
H -2.334 0.738 -1.254
H -2.461 0.866 0.515
H -3.010 -0.597 -0.308
H -0.808 -1.025 0.758


largest force on an atom of number 6 (C4H7N3)?
0.99 eV/A